Below is a structure of composition C4H9N2 at a distorted geometry, with properties calculated with ωB97M-V with the def2-TZVPD basis set.

```
15
Properties=species:S:1:pos:R:3
C 0.811 0.909 -2.988
C 1.219 -0.227 -2.683
C 0.625 0.215 0.844
C -0.301 -0.912 0.983
N -0.595 0.703 0.104
N -1.043 -0.935 2.096
H 0.451 1.828 -3.283
H 1.564 0.075 0.315
H 0.740 0.844 1.714
H -0.495 -1.705 0.369
H -1.098 1.517 0.531
H 1.413 -1.154 -2.268
H -1.579 -1.751 2.346
H -0.585 0.874 -0.952
H -1.129 -0.283 2.874
```

Values from the calculation:
Relative energy (zero: lowest compared OMol25 entry of this formula, charge and spin) ... 101.1 kcal/mol
Total charge ... +1
Calculated total energy ... -7263.75844 eV
HOMO-LUMO gap ... 10.62 eV
Maximum force ... 0.1191 hartree/bohr


Below is a structure of composition C2H5N3O3 at a distorted geometry, with properties calculated with ωB97M-V with the def2-TZVPD basis set.

```
13
Properties=species:S:1:pos:R:3
C 0.327 -0.292 0.131
C 0.736 1.108 -1.842
H -0.384 -0.257 2.239
H 1.417 -0.551 3.305
H -1.347 -1.467 0.491
H -1.597 0.661 -1.274
H 1.183 0.988 -2.826
N 0.645 -1.038 2.242
N 1.136 -0.684 0.982
N -1.196 -0.305 0.289
O -1.800 -0.285 -1.000
O 0.888 0.050 -1.100
O -0.008 2.073 -1.636
```

Values from the calculation:
Relative energy (zero: lowest compared OMol25 entry of this formula, charge and spin) ... 147.9 kcal/mol
Total charge ... 0
Calculated total energy ... -12761.18816 eV
HOMO-LUMO gap ... 9.54 eV
Maximum force ... 0.1114 hartree/bohr


Below is the molecule C5H6O, with properties calculated with ωB97M-V with the def2-TZVPD basis set.

```
12
Properties=species:S:1:pos:R:3
C 1.703 -0.712 0.020
C 0.324 -0.127 -0.101
C -0.343 0.762 0.591
C -1.358 1.484 0.992
C -0.691 -0.662 -1.085
O -1.005 -1.823 -1.155
H 2.142 -0.561 1.009
H 2.375 -0.259 -0.720
H 1.665 -1.786 -0.188
H -1.499 2.507 0.659
H -2.109 1.048 1.647
H -1.205 0.128 -1.670
```

Values from the calculation:
Relative energy (zero: lowest compared OMol25 entry of this formula, charge and spin) ... 44.6 kcal/mol
Total charge ... 0
Calculated total energy ... -7327.34968 eV
HOMO-LUMO gap ... 10.32 eV
Maximum force ... 0.0103 hartree/bohr


Below is a cluster of 2 separate species, C4H11NO3 in total at a distorted geometry, with properties calculated with ωB97M-V with the def2-TZVPD basis set.

```
19
Properties=species:S:1:pos:R:3
C 2.192 1.129 1.071
N 1.239 -0.245 0.933
C 0.303 0.501 -1.445
C 0.217 -0.216 0.023
C -1.196 0.128 0.659
O -1.861 1.290 0.180
O -1.873 -0.599 1.329
H 2.693 1.299 0.123
H 2.886 0.982 2.013
H 1.727 1.995 1.471
H 1.341 -0.986 1.452
H 1.288 0.512 -1.933
H -0.110 -0.169 -2.112
H -0.098 1.450 -1.117
H 0.009 -1.329 -0.252
H -2.745 1.514 0.616
H -1.823 -3.110 -1.512
H -1.904 -1.858 -0.273
O -2.286 -2.287 -1.228
```

Values from the calculation:
Relative energy (zero: lowest compared OMol25 entry of this formula, charge and spin) ... 98.9 kcal/mol
Total charge ... 0
Calculated total energy ... -11955.82029 eV
HOMO-LUMO gap ... 9.57 eV
Maximum force ... 0.1899 hartree/bohr


Below is a cluster of 2 separate species, C3H11N2O in total at a distorted geometry, with properties calculated with ωB97M-V with the def2-TZVPD basis set.

```
17
Properties=species:S:1:pos:R:3
C -1.222 0.463 2.161
C -0.148 0.949 1.264
O -0.032 0.454 0.130
N 0.691 1.896 1.700
H -1.088 0.599 3.234
H -1.237 -0.630 2.092
H 1.432 2.121 1.078
H 0.753 2.220 2.641
H -2.213 0.754 1.820
C 0.143 -1.781 -1.918
N 0.691 -0.404 -2.131
H 1.403 -0.453 -2.857
H -0.094 0.199 -2.383
H 0.878 0.025 -1.179
H -0.648 -1.781 -1.183
H 0.892 -2.494 -1.582
H -0.202 -2.137 -2.888
```

Values from the calculation:
Relative energy (zero: lowest compared OMol25 entry of this formula, charge and spin) ... 4.5 kcal/mol
Total charge ... +1
Calculated total energy ... -8311.59622 eV
HOMO-LUMO gap ... 11.50 eV
Maximum force ... 0.0303 hartree/bohr


Below is a cluster of 2 separate species, C6H17NO in total at a distorted geometry, with properties calculated with ωB97M-V with the def2-TZVPD basis set.

```
25
Properties=species:S:1:pos:R:3
C 1.077 1.020 -0.269
C 0.354 -0.011 -1.055
C 1.020 -1.397 -1.128
C 0.179 0.639 -2.446
C 1.018 0.953 1.267
N -0.295 0.920 1.949
C -0.493 -0.537 2.380
H 0.668 1.985 -0.629
H 2.216 0.894 -0.588
H -0.584 -0.112 -0.375
H 0.296 -2.058 -1.351
H 1.409 -1.481 -0.122
H 1.955 -1.606 -1.674
H 0.763 1.447 -2.566
H -0.757 1.179 -2.632
H 0.427 -0.070 -3.252
H 1.629 0.115 1.619
H 1.713 1.772 1.431
H -1.121 1.260 1.359
H -0.632 -0.476 3.524
H 0.391 -1.255 2.319
H -1.447 -0.761 1.992
H -3.376 -0.081 0.177
H -3.300 -1.458 -0.313
O -3.110 -0.882 0.383
```

Values from the calculation:
Relative energy (zero: lowest compared OMol25 entry of this formula, charge and spin) ... 69.4 kcal/mol
Total charge ... +1
Spin multiplicity ... 2
Calculated total energy ... -10024.21069 eV
HOMO-LUMO gap (alpha / beta) ... 11.60 / 6.72 eV
Maximum force ... 0.1296 hartree/bohr


What did the first record say?
Below is a structure of composition C4H9N2 at a distorted geometry, with properties calculated with ωB97M-V with the def2-TZVPD basis set.

```
15
Properties=species:S:1:pos:R:3
C 0.811 0.909 -2.988
C 1.219 -0.227 -2.683
C 0.625 0.215 0.844
C -0.301 -0.912 0.983
N -0.595 0.703 0.104
N -1.043 -0.935 2.096
H 0.451 1.828 -3.283
H 1.564 0.075 0.315
H 0.740 0.844 1.714
H -0.495 -1.705 0.369
H -1.098 1.517 0.531
H 1.413 -1.154 -2.268
H -1.579 -1.751 2.346
H -0.585 0.874 -0.952
H -1.129 -0.283 2.874
```

Values from the calculation:
Relative energy (zero: lowest compared OMol25 entry of this formula, charge and spin) ... 101.1 kcal/mol
Total charge ... +1
Calculated total energy ... -7263.75844 eV
HOMO-LUMO gap ... 10.62 eV
Maximum force ... 0.1191 hartree/bohr


Look up the total charge of the first one.
+1